13
Properties=species:S:1:pos:R:3:forces:R:3 method="wB97M-V/def2-TZVPD" smiles="CC#CC(=S)SC" homo_lumo_gap_ev=8.46 e_above_lowest_kcal_mol=70.8 homo_energy_ha=-0.3221 lumo_ev=-0.3
C 1.93056 1.65854 -0.08564 1.052 -1.725 -0.898
C 0.60807 1.05022 -0.08079 0.560 1.696 -0.410
C -0.55279 0.81163 0.06556 -4.965 -2.496 -0.300
C -2.13551 0.19781 0.02127 4.518 2.546 0.525
S -3.32719 1.24630 0.27707 -0.350 -0.277 -0.191
S -2.19979 -1.47191 -0.28036 -0.286 -0.566 -0.055
C -0.51775 -2.07017 0.04961 -0.328 -1.033 2.828
H 2.47629 1.58604 -1.03504 -0.625 -0.440 -0.395
H 2.49438 0.87717 0.49399 0.255 1.813 0.439
H 1.97371 2.74864 0.02485 -0.099 -0.489 1.291
H 0.09453 -1.99723 -0.85453 0.034 -0.140 0.505
H -0.71923 -3.20525 0.43060 0.773 2.720 -1.122
H -0.12527 -1.43179 0.97341 -0.539 -1.609 -2.218

=====

20
Properties=species:S:1:pos:R:3:forces:R:3 method="wB97M-V/def2-TZVPD" homo_lumo_gap_ev="7.64 / 7.69" e_above_lowest_kcal_mol=156.3 homo_energy_ha="-0.2692 / -0.2668" lumo_ev="0.3 / 0.4"
C -3.66448 -0.04782 -0.26495 -2.788 0.354 0.385
C -2.17892 1.41970 0.36014 -2.626 -3.610 -0.295
C -2.58848 -0.75375 0.14049 0.796 1.587 0.045
C -1.10688 -2.47029 0.05670 0.213 0.235 -0.166
C 1.91404 -0.31062 0.77194 -0.743 -2.957 4.558
C 0.75552 1.44578 -0.42549 -3.376 0.842 1.247
N -3.43966 1.26734 -0.02254 0.747 1.311 -0.619
N -2.26482 -2.02060 0.03560 1.097 -3.548 -0.101
N -1.61468 0.17798 0.55739 0.526 1.091 -0.973
N -0.37394 -0.23749 0.92973 -0.760 -1.834 1.140
N 0.72818 0.40679 0.58727 -0.335 3.003 -0.823
H -4.73062 -0.37034 -0.56893 2.291 0.276 0.456
H -1.74019 2.27886 0.64710 1.364 2.681 0.886
H -0.71086 -3.50866 0.08217 -0.696 0.532 0.070
H 2.40883 -0.34377 -0.11442 1.930 -0.142 -2.362
H 2.58633 -0.13770 1.69334 -1.013 0.616 -1.463
H 1.48421 -1.32307 1.01355 0.971 0.397 -0.447
H 1.59772 1.51434 -1.02416 1.585 -0.751 -1.272
H -0.20791 1.33422 -0.93546 0.632 -0.043 -0.895
H 0.64397 2.46375 -0.03771 0.185 -0.040 0.629

=====

18
Properties=species:S:1:pos:R:3:forces:R:3 method="wB97M-V/def2-TZVPD" smiles="C=N/C=C/C.O.O" homo_lumo_gap_ev=9.19 e_above_lowest_kcal_mol=60.5 homo_energy_ha=-0.3172 lumo_ev=0.6
C 1.63362 -1.07075 1.81154 0.088 0.797 -0.138
N 1.05416 0.02099 1.53861 0.436 0.102 -0.758
C 0.22686 0.05677 0.38162 -0.087 -0.270 0.660
C 0.67304 0.51193 -0.77974 -0.327 -0.502 -0.328
C -0.22336 0.48977 -1.99397 0.596 0.494 0.317
H 1.34933 -2.01658 1.34913 0.334 -0.075 -0.087
H 2.51070 -0.94453 2.44341 -0.313 -0.699 0.568
H -0.77239 -0.35608 0.49429 -0.167 0.334 0.007
H 1.73025 0.72328 -0.89472 -0.050 0.357 0.076
H 0.02617 -0.37082 -2.60933 -0.430 -0.272 -0.058
H -0.08151 1.35107 -2.64387 0.111 0.223 0.076
H -1.24890 0.53395 -1.63768 -0.203 -0.456 -0.341
O -3.36613 4.72253 1.23191 0.037 -0.036 -0.016
H -2.77839 4.34523 1.89607 -0.034 0.018 -0.126
H -3.03085 4.40976 0.38421 0.008 0.010 0.142
O 0.68488 -3.82235 -0.09076 0.037 -0.177 -0.129
H 1.28931 -4.55203 0.07770 0.042 0.010 0.116
H 0.32321 -4.03214 -0.95840 -0.078 0.142 0.018

=====

55
Properties=species:S:1:pos:R:3:forces:R:3 method="wB97M-V/def2-TZVPD" homo_lumo_gap_ev=6.47 e_above_lowest_kcal_mol=26.8 total_charge=+2 homo_energy_ha=-0.5334 lumo_ev=-8.0
Ta -0.35853 -0.02225 0.32819 2.430 -2.182 4.279
S 1.36435 -1.65517 0.28034 -0.327 0.241 -0.156
C 0.86770 -3.23266 -0.32657 0.104 -0.120 -0.172
C 1.82854 -4.21874 -0.50575 -0.064 -0.026 -0.029
C 1.41028 -5.47917 -0.91051 -0.019 -0.022 -0.011
C 0.06391 -5.74165 -1.13002 0.014 -0.083 -0.041
C -0.88755 -4.74411 -0.95560 0.001 -0.212 -0.066
C -0.47973 -3.48773 -0.55924 0.244 0.110 0.162
As -1.69556 -2.02649 -0.37170 -0.733 -1.661 -1.405
C -2.12181 -1.61684 -2.19731 0.015 0.258 0.025
C -1.23304 -1.97798 -3.20318 -0.082 -0.006 -0.117
C -1.48683 -1.57147 -4.50638 0.014 -0.008 0.009
C -2.60616 -0.80203 -4.78695 -0.030 0.016 -0.006
C -3.48080 -0.42868 -3.77073 0.005 -0.011 -0.020
C -3.23548 -0.82288 -2.46608 0.044 0.014 -0.169
C -3.19889 -2.82344 0.42733 -0.070 0.168 0.324
C -4.28662 -3.17608 -0.34639 -0.354 -0.183 0.105
C -5.32144 -3.88377 0.25322 -0.076 -0.027 -0.027
C -5.24924 -4.22874 1.59466 -0.008 0.000 -0.018
C -4.13704 -3.87957 2.35332 0.009 -0.001 0.035
C -3.10269 -3.16955 1.76873 -0.235 -0.092 0.164
H 2.87728 -4.01168 -0.33619 -0.033 -0.001 0.008
H 2.14402 -6.26172 -1.05154 -0.021 0.007 -0.007
H -0.24829 -6.72887 -1.44307 0.009 0.004 0.015
H -1.93728 -4.94996 -1.12606 -0.006 -0.024 -0.008
H -0.36065 -2.57937 -2.98590 0.030 -0.032 -0.009
H -0.80964 -1.85748 -5.30036 -0.012 0.005 0.011
H -2.80030 -0.48783 -5.80407 -0.002 -0.002 0.015
H -4.34964 0.17584 -3.99534 0.010 -0.015 -0.005
H -3.90535 -0.51165 -1.67530 -0.019 0.014 0.033
H -4.34143 -2.92074 -1.39386 0.000 0.007 -0.054
H -6.18330 -4.16708 -0.33656 0.004 -0.003 0.030
H -6.06183 -4.77672 2.05279 0.015 -0.005 -0.008
H -4.07688 -4.16613 3.39508 -0.023 0.001 -0.014
H -2.22977 -2.90322 2.35337 0.037 -0.006 -0.007
C 0.45182 0.06773 6.27404 -0.062 0.001 -0.109
N 0.01847 0.03255 4.87569 -0.141 -0.002 0.100
C -1.36855 0.19036 4.42651 0.216 -0.012 0.000
C -1.16856 0.03167 2.95047 -0.356 -0.217 -0.306
O -1.98272 0.02883 2.00883 0.224 0.031 -0.158
N 0.11763 -0.16661 2.65265 0.173 0.389 -0.566
C 0.80528 -0.18261 3.82852 0.226 0.020 0.071
N 2.10314 -0.40904 3.89584 -0.048 0.041 -0.036
H -0.35980 0.46869 6.87393 -0.005 0.007 -0.002
H 1.30914 0.73028 6.38658 0.003 0.020 -0.012
H 0.69569 -0.92990 6.63708 -0.001 -0.032 -0.016
H -1.77561 1.17204 4.67310 0.002 0.041 -0.014
H -2.03172 -0.57809 4.82522 0.010 -0.046 0.044
H 2.62532 -0.57569 3.05099 0.014 0.004 0.005
H 2.59303 -0.43622 4.77512 0.007 0.007 0.002
O -0.35986 1.96285 0.97561 -0.345 0.689 -0.449
S -0.89364 2.18850 -0.43663 -0.661 1.652 -0.593
O -1.90104 1.01655 -0.49650 -0.311 0.862 -0.449
O -1.34251 3.46642 -0.79786 -0.021 0.031 -0.026
S 0.61411 1.21620 -1.43938 0.205 0.390 -0.351

=====

91
Properties=species:S:1:pos:R:3:forces:R:3 method="wB97M-V/def2-TZVPD" homo_lumo_gap_ev="7.33 / 8.36" spin_multiplicity=3 e_above_lowest_kcal_mol=0.0 total_charge=+1 homo_energy_ha="-0.3555 / -0.3970" lumo_ev="-2.3 / -2.4"
F 2.80327 -3.55473 0.69864 -0.026 0.115 0.072
C 2.37544 -2.38247 0.14862 0.118 -0.319 -0.090
F 1.83176 -1.66035 1.16863 -0.008 0.064 -0.141
C 1.34444 -2.70736 -0.90635 -0.243 0.049 -0.057
C 0.20063 -3.55263 -0.31728 0.136 -0.012 -0.253
C -1.08554 -3.45797 -1.16735 -0.031 -0.256 0.016
C -2.28659 -2.85020 -0.45266 0.104 -0.188 0.166
N -2.17780 -1.39629 -0.22661 -0.023 -0.174 -0.019
C -1.19521 -0.70861 0.46676 0.142 -0.263 0.056
C -1.51916 0.59728 0.42283 0.130 0.176 0.126
N -2.69126 0.68790 -0.29022 0.088 0.354 0.167
C -3.07052 -0.52592 -0.66625 -0.377 0.121 -0.302
C 3.70774 -1.68365 -0.27669 -0.048 0.054 0.301
F 4.40982 -2.54270 -1.01897 -0.125 0.131 -0.037
F 4.38473 -1.41794 0.84146 0.090 -0.068 -0.244
S 3.57730 -0.05946 -1.26557 0.027 0.047 -0.035
F 2.05347 0.16038 -0.79524 0.084 -0.055 -0.075
F 3.05915 -0.91488 -2.51648 0.000 0.097 0.124
F 5.07265 -0.22396 -1.73828 -0.067 -0.032 0.002
F 4.04816 0.82251 -0.04551 -0.048 -0.035 -0.021
F 3.45214 1.23829 -2.14296 -0.025 -0.067 0.015
H 0.94496 -1.78996 -1.33734 0.112 0.052 0.111
H 1.82988 -3.25002 -1.72056 0.055 0.051 0.075
H 0.52529 -4.59319 -0.28194 -0.027 0.089 0.121
H 0.00685 -3.25837 0.71695 -0.007 -0.068 -0.049
H -1.39033 -4.47151 -1.44245 -0.054 0.110 -0.015
H -0.90301 -2.93860 -2.11376 -0.027 0.043 0.102
H -2.42497 -3.33153 0.51913 0.030 0.104 -0.034
H -3.20472 -3.01006 -1.01973 0.096 0.102 -0.024
H -0.35024 -1.17554 0.94160 -0.094 -0.065 -0.053
H -1.00231 1.43610 0.85800 -0.149 0.045 -0.110
H -3.18951 1.54433 -0.48419 -0.100 -0.133 -0.141
H -3.95531 -0.73636 -1.25365 0.128 0.027 -0.020
C 5.97884 -1.01997 5.46903 -0.030 0.023 0.126
C 4.67317 -0.59846 4.76764 0.567 -0.410 0.130
C 4.90901 0.63750 3.89126 -0.122 0.213 -0.068
C 5.06347 1.93603 4.68207 -0.020 -0.088 0.055
C 3.89926 2.13000 5.65186 0.024 0.063 -0.236
C 3.68708 0.93468 6.58452 0.254 0.015 0.629
N 3.58365 -0.31050 5.75702 -0.397 0.722 -0.823
O 2.41124 -0.46074 5.25060 0.031 -0.256 0.244
C 4.82240 0.84197 7.61150 0.070 -0.079 -0.046
C 2.39417 1.10337 7.37343 -0.151 0.019 -0.079
C 4.22978 -1.76634 3.89673 -0.161 -0.074 -0.080
H 5.77362 -1.52187 6.41396 -0.004 -0.019 -0.010
H 6.52288 -1.72184 4.83785 -0.028 0.025 -0.052
H 6.64975 -0.18532 5.66203 -0.025 0.017 0.033
H 4.06625 0.74387 3.19923 -0.048 -0.048 0.059
H 5.79732 0.45764 3.28013 -0.004 -0.025 -0.010
H 6.01462 1.94708 5.21991 -0.005 -0.021 0.021
H 5.09940 2.77679 3.98690 0.035 0.009 0.007
H 4.05477 3.02247 6.26234 0.001 -0.005 0.019
H 2.98149 2.29539 5.07828 -0.027 -0.083 0.023
H 4.73578 -0.07251 8.19920 -0.011 0.002 0.004
H 4.74818 1.68886 8.29378 -0.053 0.003 -0.005
H 5.81583 0.87446 7.17592 -0.003 -0.009 -0.019
H 1.53926 1.26991 6.72327 0.011 -0.047 -0.025
H 2.49672 1.96488 8.03414 0.034 -0.007 0.005
H 2.19396 0.22263 7.98424 0.012 -0.008 -0.007
H 3.99869 -2.64455 4.50133 0.018 0.023 0.041
H 5.03958 -2.02333 3.21401 0.048 0.016 0.049
H 3.35258 -1.51844 3.30636 -0.039 -0.001 0.066
C -6.67016 1.01759 -6.13642 0.101 -0.081 -0.041
C -6.17952 1.46064 -4.74487 -0.534 -0.247 -0.453
C -5.79417 2.94464 -4.75136 0.206 0.138 0.103
C -4.47717 3.24262 -5.46507 -0.042 -0.101 -0.015
C -3.35024 2.36348 -4.92955 -0.083 0.215 0.089
C -3.68082 0.86957 -4.97728 0.224 -0.427 -0.492
N -4.99931 0.64309 -4.29734 0.301 1.060 0.551
O -4.89445 0.59252 -3.01696 0.089 -0.443 0.101
C -3.69578 0.36286 -6.42453 -0.106 -0.013 -0.027
C -2.60645 0.06791 -4.24984 0.011 0.009 0.185
C -7.32557 1.23057 -3.76572 0.031 0.008 0.167
H -6.47734 -0.04107 -6.30672 -0.023 -0.006 0.012
H -7.74630 1.16707 -6.20652 0.004 0.046 0.044
H -6.22098 1.58427 -6.94908 0.035 -0.015 0.004
H -5.72380 3.29514 -3.71660 0.006 -0.074 0.021
H -6.60984 3.50200 -5.21629 -0.027 -0.013 0.015
H -4.58466 3.10793 -6.54376 0.001 -0.024 -0.001
H -4.21815 4.29164 -5.31622 -0.004 0.009 -0.032
H -2.43116 2.53203 -5.49514 0.007 -0.024 -0.003
H -3.13909 2.64722 -3.89254 -0.038 -0.069 0.024
H -4.04454 -0.66935 -6.47002 0.005 -0.003 0.005
H -2.67996 0.39337 -6.81847 0.021 -0.003 0.049
H -4.30933 0.95885 -7.09057 -0.016 0.009 0.011
H -2.44896 0.42668 -3.23407 -0.023 0.020 -0.009
H -1.66615 0.16836 -4.79167 -0.015 -0.002 -0.027
H -2.86959 -0.99117 -4.21135 -0.016 0.000 -0.015
H -7.57809 0.17165 -3.69881 -0.003 -0.002 -0.027
H -8.20044 1.77079 -4.12620 0.009 -0.004 -0.028
H -7.09196 1.59282 -2.76804 0.038 -0.033 0.002

=====

10
Properties=species:S:1:pos:R:3:forces:R:3 method="wB97M-V/def2-TZVPD" homo_lumo_gap_ev=8.35 e_above_lowest_kcal_mol=43.7 homo_energy_ha=-0.3362 lumo_ev=-0.8
C 1.07976 0.27756 -0.13982 1.057 -1.819 -2.367
C -0.37624 0.44732 -0.03975 -2.439 -1.963 1.379
O 5.00813 -1.04584 0.80777 0.350 0.106 0.284
O 4.44469 0.05672 -1.30427 0.988 0.415 1.395
S 2.28670 0.54831 0.85261 -0.591 0.980 2.041
S 4.89881 0.18511 0.08206 -0.799 -0.840 -2.251
H 1.50740 -0.19625 -1.07687 -1.118 0.618 0.500
H -0.71844 0.71824 0.99338 0.533 -0.550 -0.643
H -1.09425 -0.47106 -0.42174 2.265 2.181 0.806
H -0.67134 1.30817 -0.57902 -0.247 0.872 -1.144

=====

69
Properties=species:S:1:pos:R:3:forces:R:3 method="wB97M-V/def2-TZVPD" homo_lumo_gap_ev=1.51 e_above_lowest_kcal_mol=205.3 total_charge=-1 homo_energy_ha=-0.2476 lumo_ev=-5.2
O 0.81119 -4.13514 0.79514 -0.494 1.904 -1.315
V 0.84916 -2.73641 0.07475 -2.489 0.066 -0.667
O -0.51414 -2.40880 -0.71375 3.082 -1.450 2.065
O 3.90760 8.25255 -0.08436 0.283 -2.453 -0.966
C 4.11950 7.22661 -0.73136 -0.685 5.686 -0.460
O 4.61124 6.12320 -0.35026 0.528 -1.898 1.500
B 4.61043 5.18044 -1.43881 0.390 0.380 -0.093
O 4.38708 6.01121 -2.64564 0.760 -2.084 -1.036
C 4.00098 7.17931 -2.30383 -3.712 4.422 -0.986
O 3.44045 8.06146 -3.02904 2.617 -3.336 2.512
O 3.56864 4.17071 -1.26057 -1.473 2.261 -0.566
C 4.08339 3.02348 -1.30681 -1.219 -4.722 1.616
O 3.46170 1.95827 -1.17245 1.101 1.597 -0.673
C 5.59670 3.14520 -1.32869 -0.115 -2.474 -1.069
O 5.84917 4.40529 -1.45094 1.340 1.002 -0.176
O 6.31393 2.16705 -1.35896 0.094 1.356 0.297
O 0.36890 8.00400 4.17011 0.347 -1.416 0.131
C 0.77150 6.87514 4.40071 -1.319 3.902 -0.607
O 0.07314 5.78682 4.20159 0.487 -1.549 0.531
B 0.90552 4.66471 4.73670 -0.122 0.955 -0.219
O 2.12727 5.33023 5.20096 1.637 -1.754 0.877
C 2.13488 6.60963 5.01360 0.201 2.497 -0.729
O 2.96106 7.49364 5.20013 -1.056 -2.401 0.162
O 1.16710 3.66498 3.66359 0.158 0.257 0.818
C 0.75339 2.50316 4.09037 -1.316 -1.785 -2.172
O 0.69372 1.47739 3.39955 0.447 1.671 1.642
C 0.11345 2.67930 5.49713 1.172 -1.034 0.142
O 0.28571 3.92979 5.87682 -0.280 -0.065 -0.803
O -0.30059 1.74507 6.12615 -0.413 0.479 0.159
Br -5.29665 -8.92784 2.77267 0.810 0.025 1.292
C -4.07295 -8.72779 4.34852 1.072 1.495 0.062
C -3.03533 -7.59797 4.05637 -0.892 -0.976 -0.476
Br -1.87841 -7.43425 5.58286 0.264 -0.024 0.258
H -3.54050 -9.63630 4.62996 -0.375 -0.221 -0.597
H -4.53478 -8.34068 5.25679 -0.980 -0.470 -0.344
H -3.55288 -6.64289 3.96644 0.205 -0.157 -0.284
H -2.41916 -7.85359 3.19435 -0.096 0.315 0.072
Br -5.11552 -4.80616 -2.51830 0.079 0.165 -0.336
C -5.75925 -3.92106 -4.14969 -0.740 -0.687 -0.200
C -5.30035 -2.49519 -4.20821 0.218 0.459 0.272
Br -6.32359 -1.50983 -5.57292 0.278 -0.300 0.409
H -6.84585 -3.97505 -4.08290 0.079 0.231 0.257
H -5.53193 -4.56736 -4.99746 0.542 0.278 0.083
H -4.24672 -2.32065 -4.42617 -0.131 -0.381 -0.228
H -5.47108 -2.04518 -3.23022 -0.309 0.244 -0.254
Br 0.66908 3.74889 -7.12881 -0.210 -1.378 0.202
C 0.36210 1.75726 -6.98459 -0.547 0.077 -0.727
C 1.28344 1.19152 -5.93355 -0.058 -0.034 0.431
Br 1.03766 -0.83922 -5.64176 0.114 1.647 -0.365
H 0.42969 1.36078 -7.99768 0.788 0.089 0.102
H -0.69010 1.57057 -6.76989 0.077 0.473 0.556
H 1.04016 1.67749 -4.98869 -0.009 -0.455 0.118
H 2.34147 1.38219 -6.11330 -0.154 -0.426 -0.234
Br 3.22317 -9.45025 3.30886 -0.506 -0.026 -0.745
C 2.10314 -10.24348 1.84344 0.596 -1.333 1.430
C 1.35083 -11.44166 2.53215 -0.428 1.389 -0.176
Br -0.03705 -11.95491 1.24880 0.168 -0.310 0.268
H 2.83101 -10.53431 1.08599 -0.212 -0.226 0.147
H 1.42282 -9.51450 1.40315 0.033 -0.015 0.548
H 0.84511 -11.10144 3.43581 -0.347 0.521 -0.376
H 1.85924 -12.30532 2.96074 0.684 0.013 -1.088
Br -2.41183 3.56860 -1.31773 0.224 0.284 0.231
C -2.17197 5.40304 -0.67699 -0.174 1.350 -0.630
C -2.38871 6.35592 -1.91145 -0.051 -0.479 2.049
Br -2.08795 8.23755 -1.29356 -0.052 -1.011 -0.436
H -1.20468 5.59693 -0.21346 0.167 -0.611 -0.327
H -2.90502 5.57247 0.11171 -0.137 -0.081 -0.308
H -3.44809 6.30005 -2.16189 0.358 0.089 -0.509
H -1.68063 6.07533 -2.69119 -0.296 0.441 -0.060

=====

11
Properties=species:S:1:pos:R:3:forces:R:3 method="wB97M-V/def2-TZVPD" homo_lumo_gap_ev=4.72 e_above_lowest_kcal_mol=10.1 total_charge=+3 homo_energy_ha=-0.9394 lumo_ev=-20.8
Tl -0.41801 2.86247 1.91453 -0.105 0.895 0.772
C 0.02788 -0.93838 0.43318 2.684 -2.007 3.604
C -0.06088 -0.03275 -0.89192 -3.548 3.524 -3.721
O -0.56772 1.20559 -0.69893 1.988 -1.326 -0.488
O 0.74016 -0.40965 1.43889 -1.118 -0.878 -1.891
H 0.29605 -1.97532 0.19100 0.472 0.193 -0.693
H -1.08238 -0.91492 0.61525 -0.564 0.888 -0.301
H -0.53859 -0.49550 -1.76886 -0.217 -0.614 0.375
H 1.02075 0.06181 -1.22884 1.057 -0.598 1.312
H -1.00025 1.57361 -1.51897 -0.696 -0.239 0.267
H 1.58300 -0.93697 1.51466 0.047 0.162 0.763